Record 1
61
Properties=species:S:1:pos:R:3:nbo_charge:R:1 method="wB97M-V/def2-TZVPD" gap_ha=0.3288 total_charge=0 fmax_ev_per_a=0.89 total_energy_ev=-44226.280 relative_energy_kcal_mol=0.00 e_homo_ev=-8.30
O -1.2688 1.6619 1.0989 -0.688
C -1.0216 0.8594 0.2180 0.801
N -2.0027 0.1278 -0.3928 -0.679
C -3.4038 0.4269 -0.1809 -0.033
C -4.1867 0.2573 -1.4871 -0.430
C -4.6369 -1.2052 -1.6386 -0.225
N -3.7585 -2.1122 -0.9315 -0.444
C -2.6826 -2.6452 -1.5544 0.326
S -2.1730 -2.1221 -3.0485 -0.299
N -2.0632 -3.6840 -0.9384 -0.591
C -0.6792 -4.0078 -1.1775 -0.274
C 0.2120 -3.3506 -0.1627 0.262
C 1.5667 -3.2400 -0.0706 -0.313
C 1.8235 -2.5248 1.1267 -0.317
C 0.6092 -2.2502 1.6687 0.099
O -0.3739 -2.7493 0.8976 -0.422
C -3.8158 -1.9647 0.5135 -0.228
C -4.0150 -0.4878 0.8922 -0.425
N 0.2334 0.5459 -0.2193 -0.653
C 1.4230 1.3345 0.0918 0.171
C 2.6115 0.7029 -0.6339 -0.415
C 3.8819 1.4938 -0.3233 -0.205
C 3.7131 2.9369 -0.7964 -0.402
C 2.5277 3.5723 -0.0707 -0.221
C 2.7820 3.5579 1.4355 -0.399
C 2.9546 2.1146 1.9051 -0.221
C 4.1405 1.4777 1.1822 -0.401
C 1.6856 1.3220 1.6002 -0.427
C 1.2561 2.7848 -0.3789 -0.424
H -1.7720 -0.4232 -1.2069 0.408
H -3.4531 1.4627 0.1758 0.237
H -5.0607 0.9078 -1.4882 0.217
H -3.5523 0.5432 -2.3266 0.230
H -4.6577 -1.4933 -2.6902 0.246
H -5.6370 -1.3431 -1.2182 0.195
H -2.4124 -3.9578 -0.0313 0.396
H -0.5540 -5.0960 -1.1435 0.216
H -0.4243 -3.6635 -2.1852 0.266
H 2.2883 -3.6183 -0.7648 0.229
H 2.7827 -2.2638 1.5249 0.230
H 0.3121 -1.7261 2.5545 0.209
H -2.8733 -2.3039 0.9457 0.221
H -4.6322 -2.5757 0.9188 0.197
H -5.0745 -0.2467 0.9847 0.203
H -3.5348 -0.2923 1.8499 0.233
H 0.2996 -0.0253 -1.0477 0.392
H 2.7240 -0.3349 -0.3127 0.214
H 2.4292 0.7067 -1.7123 0.202
H 4.7288 1.0339 -0.8459 0.208
H 4.6236 3.5036 -0.5892 0.204
H 3.5446 2.9577 -1.8757 0.203
H 2.4031 4.6063 -0.4113 0.211
H 3.6793 4.1364 1.6677 0.202
H 1.9394 4.0164 1.9563 0.210
H 3.1360 2.1012 2.9857 0.209
H 4.2774 0.4497 1.5256 0.199
H 5.0557 2.0303 1.4065 0.204
H 1.7936 0.2892 1.9364 0.205
H 0.8275 1.7602 2.1093 0.243
H 1.0525 2.7997 -1.4532 0.201
H 0.4019 3.2260 0.1361 0.233


Record 2
60
Properties=species:S:1:pos:R:3:nbo_charge:R:1 method="wB97M-V/def2-TZVPD" gap_ha=0.2998 total_charge=0 fmax_ev_per_a=1.03 total_energy_ev=-32274.509 relative_energy_kcal_mol=2.99 e_homo_ev=-7.43
C 1.8491 -2.0330 -0.9878 -0.608
C 0.9196 -2.9682 -0.2166 -0.221
C 1.5749 -3.4033 1.0971 -0.595
C -0.3842 -2.2938 0.0765 -0.181
C -1.6698 -2.8108 -0.0658 0.023
N -2.6127 -1.9696 0.3317 -0.353
N -1.9576 -0.8713 0.7487 -0.210
C -2.4841 0.2802 1.2503 0.465
N -3.8132 0.4437 1.4476 -0.565
C -4.8910 -0.4705 1.1412 -0.290
C -5.8100 0.0835 0.0835 0.054
C -7.1748 0.1928 0.3077 -0.245
C -8.0123 0.6891 -0.6763 -0.205
C -7.4910 1.0902 -1.8940 -0.222
C -6.1282 0.9894 -2.1242 -0.192
C -5.2933 0.4868 -1.1425 -0.241
C -1.5844 1.2757 1.5750 -0.442
C -0.1949 1.0615 1.4105 0.439
N 0.6854 2.0240 1.8064 -0.579
C 2.0752 1.9651 1.4209 -0.223
C 2.3122 2.5200 0.0118 -0.403
C 3.7867 2.5402 -0.3889 -0.389
C 4.3764 1.1441 -0.5783 -0.400
C 5.8004 1.2057 -1.1281 -0.399
C 6.4028 -0.1774 -1.3770 -0.208
N 6.7557 -0.8196 -0.1203 -0.838
N 0.2929 -0.0697 0.9397 -0.571
C -0.5779 -1.0228 0.6115 0.355
H 1.4088 -1.7629 -1.9456 0.207
H 2.0037 -1.1270 -0.4091 0.226
H 2.8084 -2.5140 -1.1691 0.198
H 0.7149 -3.8599 -0.8221 0.200
H 0.9184 -4.0781 1.6442 0.207
H 1.7682 -2.5312 1.7152 0.210
H 2.5159 -3.9159 0.9049 0.199
H -1.9554 -3.7719 -0.4501 0.205
H -4.0875 1.3592 1.7697 0.397
H -4.4370 -1.4024 0.7907 0.286
H -5.4578 -0.6676 2.0589 0.191
H -7.5869 -0.1182 1.2578 0.208
H -9.0744 0.7646 -0.4913 0.212
H -8.1433 1.4766 -2.6619 0.213
H -5.7180 1.2972 -3.0749 0.212
H -4.2322 0.3978 -1.3255 0.216
H -1.9443 2.2107 1.9718 0.211
H 0.2993 2.9463 1.9409 0.382
H 2.3637 0.9150 1.4655 0.229
H 2.6577 2.5328 2.1523 0.192
H 1.9188 3.5398 -0.0321 0.194
H 1.7464 1.9117 -0.6974 0.208
H 4.3612 3.0781 0.3674 0.194
H 3.8822 3.0906 -1.3282 0.201
H 4.3794 0.6215 0.3799 0.191
H 3.7469 0.5801 -1.2695 0.199
H 6.4433 1.7381 -0.4267 0.206
H 5.7945 1.7560 -2.0713 0.197
H 7.3289 -0.0650 -1.9501 0.188
H 5.6997 -0.7712 -1.9872 0.158
H 7.2043 -1.7126 -0.2946 0.357
H 5.9201 -1.0000 0.4271 0.350


Record 3
66
Properties=species:S:1:pos:R:3:nbo_charge:R:1 method="wB97M-V/def2-TZVPD" gap_ha=0.3111 total_charge=0 fmax_ev_per_a=0.59 total_energy_ev=-44561.897 relative_energy_kcal_mol=2.30 e_homo_ev=-7.97
C 7.2641 -6.9555 -1.2603 -0.635
C 6.3643 -6.2036 -2.2307 -0.068
O 5.0072 -6.1953 -1.7920 -0.522
C 4.6940 -5.2614 -0.8681 0.896
O 5.4696 -4.4450 -0.4268 -0.668
N 3.3995 -5.3618 -0.4871 -0.456
C 2.4705 -6.2892 -1.1061 -0.218
C 1.0401 -5.8033 -0.8594 -0.233
N 0.9459 -4.3780 -1.0961 -0.463
C 0.6044 -3.9890 -2.3648 0.794
O 0.3767 -4.7816 -3.2587 -0.651
N 0.5486 -2.6290 -2.5958 -0.661
C 0.0816 -1.6191 -1.7461 0.201
C 0.4245 -0.2962 -2.0150 -0.229
C -0.0232 0.7331 -1.2131 -0.234
C -0.8300 0.4597 -0.1116 0.144
N -1.3352 1.4519 0.7323 -0.617
C -0.9500 2.7695 0.8019 0.796
O -0.0470 3.2473 0.1464 -0.652
N -1.6280 3.5114 1.7482 -0.461
C -3.0047 3.3076 2.1500 -0.219
C -3.9350 4.2054 1.3181 -0.233
N -3.5203 5.5841 1.4348 -0.452
C -4.2793 6.4497 2.1500 0.895
O -5.3756 6.1798 2.5837 -0.666
O -3.6766 7.6497 2.2999 -0.528
C -4.4553 8.6592 2.9403 -0.067
C -5.4153 9.3294 1.9683 -0.636
C -2.1421 5.8131 1.0598 -0.231
C -1.2302 4.9016 1.8882 -0.232
C -1.1939 -0.8607 0.1444 -0.228
C -0.7511 -1.8885 -0.6637 -0.262
C 1.7672 -3.5575 -0.2217 -0.225
C 2.8487 -4.4152 0.4508 -0.223
H 6.8962 -7.9681 -1.1127 0.207
H 8.2742 -6.9974 -1.6576 0.214
H 7.2821 -6.4406 -0.3030 0.225
H 6.3393 -6.6938 -3.2063 0.187
H 6.7104 -5.1707 -2.3399 0.199
H 2.6093 -7.2982 -0.6999 0.195
H 2.6639 -6.3217 -2.1814 0.227
H 0.3626 -6.3041 -1.5519 0.256
H 0.7234 -6.0079 0.1665 0.191
H 0.5256 -2.4070 -3.5825 0.412
H 1.0498 -0.0745 -2.8669 0.214
H 0.2592 1.7499 -1.4252 0.258
H -1.9263 1.1002 1.4698 0.394
H -3.3157 2.2704 2.0346 0.200
H -3.0929 3.5809 3.2073 0.206
H -4.9636 4.1297 1.6734 0.250
H -3.8840 3.9082 0.2646 0.195
H -5.0118 8.2080 3.7681 0.200
H -3.7236 9.3717 3.3272 0.186
H -4.8701 9.7368 1.1202 0.209
H -5.9423 10.1339 2.4732 0.216
H -6.1402 8.6035 1.6085 0.225
H -1.8915 6.8593 1.2206 0.240
H -2.0233 5.5686 -0.0014 0.202
H -0.1989 4.9932 1.5477 0.250
H -1.2971 5.1698 2.9469 0.194
H -1.8424 -1.0855 0.9803 0.204
H -1.0688 -2.9017 -0.4712 0.227
H 2.2404 -2.7709 -0.8143 0.219
H 1.1530 -3.0781 0.5511 0.200
H 2.4352 -4.9544 1.3098 0.185
H 3.6660 -3.7802 0.7962 0.258